Entry from OMol25: C2H6I2NP as an isolated structure in a non-equilibrium geometry (the ωB97M-V functional and the def2-TZVPD basis).

Each line ends with the natural charge from an NBO analysis.
Cartesian coordinates (Å):
I  3.599  -0.701  -0.714  -0.03
N  0.486  0.358  -0.501  -0.72
H  0.535  -2.268  -1.832  0.00
H  0.349  -2.612  -2.542  0.00
P  1.741  0.301  0.628  0.65
H  -2.358  1.489  0.851  0.24
I  0.972  -1.735  1.920  -0.25
C  -1.310  1.313  0.897  -0.70
C  -0.718  0.748  -0.341  0.12
H  -0.723  2.157  1.294  0.24
H  -1.371  0.543  -1.272  0.20
H  -1.203  0.408  1.612  0.26

Computed properties:
spin multiplicity: 3
ΔE to the lowest compared entry with this formula, charge and spin: 101.7 kJ/mol
⟨S²⟩: 2.0152
E_tot: -1071.17683 hartree
HOMO energy (alpha / beta): -0.2235 / -0.3353 Eh
frontier orbital gap (alpha / beta): 5.619 / 5.611 eV

Entry from OMol25: C2H6IN2 as an isolated structure in a non-equilibrium geometry (the ωB97M-V functional and the def2-TZVPD basis).

Each line ends with the natural charge from an NBO analysis.
Cartesian coordinates (Å):
N  1.366  0.198  -0.423  -0.73
N  -0.620  -0.714  0.193  -0.48
H  1.118  -1.838  -0.142  0.25
H  1.050  1.163  -0.563  0.44
H  -0.542  1.222  0.546  0.20
C  -1.269  0.591  0.181  -0.46
H  -1.175  -1.555  0.162  0.44
H  -2.187  0.666  0.813  0.26
H  -1.727  1.006  -0.753  0.25
C  0.642  -0.821  -0.052  0.37
I  3.344  0.082  0.039  0.46

Computed properties:
ΔE to the lowest compared entry with this formula, charge and spin: 80.3 kJ/mol
E_tot: -486.72349 hartree
HOMO energy: -0.5141 Eh
net charge: +1
frontier orbital gap: 9.154 eV

Entry from OMol25: an isolated ion of composition C2H6IN2 and charge +1 in a non-equilibrium geometry (the ωB97M-V functional and the def2-TZVPD basis).

Each line ends with the natural charge from an NBO analysis.
Cartesian coordinates (Å):
C  1.050  -1.528  -0.200  -0.78
H  2.070  -1.886  0.241  0.28
H  -0.523  -0.158  -1.530  0.43
C  0.471  -0.080  0.204  0.49
H  1.566  -0.182  1.850  0.42
N  0.897  0.361  1.350  -0.74
H  -0.945  1.256  -0.641  0.44
H  0.797  1.247  1.761  0.43
H  1.024  -1.749  -1.284  0.26
I  -0.333  -2.951  0.621  0.54
N  -0.457  0.372  -0.593  -0.76

Computed properties:
spin multiplicity: 3
ΔE to the lowest compared entry with this formula, charge and spin: 0.0 kJ/mol
⟨S²⟩: 2.0049
E_tot: -486.62248 hartree
HOMO energy (alpha / beta): -0.3649 / -0.5295 Eh
net charge: +1
frontier orbital gap (alpha / beta): 6.753 / 6.716 eV

Entry from OMol25: an isolated ion of composition C2H6IN2S and charge +1 in a non-equilibrium geometry (the ωB97M-V functional and the def2-TZVPD basis).

Each line ends with the natural charge from an NBO analysis.
Cartesian coordinates (Å):
S  1.140  0.343  1.191  0.27
C  -0.788  -0.117  0.415  0.50
H  -1.558  -1.067  -1.158  0.43
H  0.087  -1.024  -1.092  0.43
H  3.174  0.034  -0.178  0.30
H  1.876  0.972  -1.070  0.24
H  1.741  -0.726  -0.724  0.19
N  -1.696  0.601  1.034  -0.74
C  2.046  0.167  -0.307  -0.80
I  -3.767  0.419  0.683  0.43
N  -0.771  -0.749  -0.694  -0.73
H  -1.483  1.148  1.901  0.47

Computed properties:
ΔE to the lowest compared entry with this formula, charge and spin: 86.5 kJ/mol
E_tot: -884.88832 hartree
HOMO energy: -0.5005 Eh
net charge: +1
frontier orbital gap: 8.225 eV

Entry from OMol25: an isolated molecule of C2H6INO2S in a non-equilibrium geometry (the ωB97M-V functional and the def2-TZVPD basis).

Each line ends with the natural charge from an NBO analysis.
Cartesian coordinates (Å):
S  0.295  -0.161  1.136  1.87
I  2.257  -0.490  -0.513  0.68
H  -0.544  1.191  -0.541  0.24
H  3.111  1.607  0.427  0.34
H  -1.383  -1.719  -0.159  0.23
O  -0.119  -1.214  1.953  -0.91
H  -1.950  0.614  0.280  0.24
H  -2.248  -0.626  -1.520  0.24
N  2.406  1.401  -0.263  -1.03
H  -0.407  -1.114  -1.488  0.21
C  -0.992  0.376  -0.125  -0.59
O  0.841  1.006  1.768  -0.88
C  -1.267  -0.872  -0.957  -0.64

Computed properties:
ΔE to the lowest compared entry with this formula, charge and spin: 316.2 kJ/mol
E_tot: -980.73986 hartree
HOMO energy (alpha / beta): -0.3132 / -0.3134 Eh
frontier orbital gap (alpha / beta): 7.271 / 7.274 eV

Entry from OMol25: C2H6INO3S as an isolated structure in a non-equilibrium geometry (the ωB97M-V functional and the def2-TZVPD basis).

Each line ends with the natural charge from an NBO analysis.
Cartesian coordinates (Å):
C  -0.447  -0.773  1.373  -0.81
I  -1.641  0.580  2.555  0.46
H  -0.896  0.358  -0.541  0.18
O  1.419  -2.465  1.600  -0.94
H  1.366  0.984  -0.867  0.39
H  -0.849  -1.789  1.376  0.24
N  1.177  0.219  -0.196  -0.88
C  -0.090  -0.394  -0.170  -0.21
H  2.936  -0.079  2.052  0.51
H  1.875  -0.489  0.046  0.37
O  0.579  -1.526  3.677  -0.93
S  1.004  -1.347  2.360  2.35
H  -0.143  -1.220  -0.743  0.17
O  2.091  -0.087  2.499  -0.90

Computed properties:
spin multiplicity: 3
⟨S²⟩: 2.0052
E_tot: -1055.94293 hartree
HOMO energy (alpha / beta): -0.2097 / -0.3397 Eh
frontier orbital gap (alpha / beta): 6.256 / 5.539 eV